# 1
This record from the Open Molecules 2025 dataset describes the molecule C2H8N4O in a non-equilibrium geometry. The level of theory is ωB97M-V/def2-TZVPD.

Computed properties:
Spin multiplicity: 1
HOMO-LUMO gap (eV): 9.8
LUMO level (eV): 0.972

CARTESIAN COORDINATES (ANGSTROEM)
C1 -1.19 0.80 -0.10
O1 -1.40 1.66 0.70
H1 -0.33 -1.61 1.20
N1 1.32 1.01 0.14
H2 -2.83 0.43 -1.24
N2 0.81 -1.02 -0.99
H3 1.18 -0.51 -1.78
H4 -0.01 -0.24 2.04
C2 0.38 -0.08 0.04
N3 0.32 -0.83 1.29
H5 1.51 -1.66 -0.61
H6 -1.00 -0.60 -0.95
N4 -1.88 0.15 -1.01
H7 2.17 0.71 0.61
H8 0.93 1.79 0.66

Here are the Mulliken charges for atoms 1 to 6, given in e:
1 C 0.28
2 O -0.59
3 H 0.24
4 N -0.73
5 H 0.23
6 N -0.66

# 2
This record from the Open Molecules 2025 dataset describes a cluster of 2 separate species, C2H8N4O in total in a non-equilibrium geometry. The level of theory is ωB97M-V/def2-TZVPD.

Computed properties:
Spin multiplicity: 1
HOMO-LUMO gap (spin up / spin down) (eV): 8.9 / 8.9
Total charge: +2
LUMO level (spin up / spin down) (eV): -10.150 / -10.153

CARTESIAN COORDINATES (ANGSTROEM)
H1 2.80 -1.83 -0.56
H2 2.75 -0.56 -1.69
H3 -2.52 0.96 3.08
N1 -1.61 0.66 1.23
N2 2.17 -1.06 -0.95
H4 1.49 -0.95 0.86
H5 -2.05 2.42 2.19
C1 -2.10 1.40 2.14
H6 1.31 -1.59 -1.40
N3 -0.23 -0.26 -0.53
C2 -1.30 0.25 0.08
H7 -0.06 0.79 -2.15
O1 -0.07 -0.14 -1.86
H8 -2.17 0.20 -0.56
N4 1.58 -0.29 0.11

Here are the Mulliken charges for atoms 1 to 6, given in e:
1 H 0.42
2 H 0.39
3 H 0.27
4 N -0.03
5 N -0.27
6 H 0.34

# 3
This record from the Open Molecules 2025 dataset describes the ion C2H8N4O with charge +2 in a non-equilibrium geometry. The level of theory is ωB97M-V/def2-TZVPD.

Computed properties:
Spin multiplicity: 1
HOMO-LUMO gap (eV): 10.7
Total charge: +2
LUMO level (eV): -8.323

CARTESIAN COORDINATES (ANGSTROEM)
H1 1.62 -2.47 0.43
N1 1.73 1.09 -0.29
H2 -3.30 1.03 0.63
H3 -2.87 0.74 -1.21
N2 -1.86 -0.25 0.16
H4 1.45 1.49 -1.17
N3 0.82 0.50 0.60
C1 -2.76 0.54 -0.15
N4 0.39 -0.82 0.23
C2 -0.93 -1.08 0.04
H5 1.95 2.01 0.11
O1 1.38 -1.65 -0.17
H6 -1.22 -2.18 -0.12
H7 2.43 0.51 -0.71
H8 1.17 0.53 1.61

Here are the Mulliken charges for atoms 1 to 6, given in e:
1 H 0.42
2 N -0.19
3 H 0.31
4 H 0.30
5 N 0.02
6 H 0.34

# 4
This record from the Open Molecules 2025 dataset describes a cluster of 2 separate species, C2H8N4O2 in total in a non-equilibrium geometry. The level of theory is ωB97M-V/def2-TZVPD.

Computed properties:
Spin multiplicity: 1
HOMO-LUMO gap (spin up / spin down) (eV): 8.0 / 8.0
LUMO level (spin up / spin down) (eV): -0.504 / -0.503

CARTESIAN COORDINATES (ANGSTROEM)
N1 0.62 2.30 0.97
O1 1.70 2.42 0.32
H1 0.96 1.90 -0.85
C1 -1.34 -2.05 -0.30
H2 1.14 -1.54 -0.06
N2 1.10 -0.63 -0.49
N3 -0.10 1.34 -0.76
H3 1.87 -0.02 -0.24
H4 -0.87 -2.59 -1.13
H5 -2.38 -2.34 -0.25
O2 0.74 1.30 1.92
C2 -0.14 -0.04 -0.57
H6 -0.85 -2.36 0.63
H7 -1.02 1.69 -1.00
N4 -1.28 -0.62 -0.50
H8 -0.14 1.25 2.32

Here are the Mulliken charges for atoms 1 to 6, given in e:
1 N 0.28
2 O -0.49
3 H 0.41
4 C -0.88
5 H 0.23
6 N -0.49

# 5
This record from the Open Molecules 2025 dataset describes a cluster of 2 separate species, C2H8N5 in total in a non-equilibrium geometry. The level of theory is ωB97M-V/def2-TZVPD.

Computed properties:
Spin multiplicity: 3
HOMO-LUMO gap (spin up / spin down) (eV): 5.6 / 7.1
Total charge: +1
Expectation value of S²: 2.007
LUMO level (spin up / spin down) (eV): -5.638 / -7.438

CARTESIAN COORDINATES (ANGSTROEM)
C1 0.41 -0.39 0.99
H1 3.36 1.00 0.27
H2 0.55 -0.03 1.96
H3 -2.64 0.38 -1.92
H4 1.50 -0.25 0.49
N1 -0.57 0.28 0.30
H5 3.33 -0.39 -0.72
N2 -0.79 -2.48 0.77
H6 2.18 0.74 -0.93
N3 2.75 0.29 -0.21
C2 -2.57 0.67 -0.86
H7 -2.32 1.66 -0.77
N4 0.06 -1.82 1.15
H8 -3.61 0.40 -0.34
N5 -1.64 -0.06 -0.17

Here are the Mulliken charges for atoms 1 to 6, given in e:
1 C 0.04
2 H 0.29
3 H 0.27
4 H 0.30
5 H 0.30
6 N 0.10

# 6
This record from the Open Molecules 2025 dataset describes a structure of composition C2H8NNiO in a non-equilibrium geometry. The level of theory is ωB97M-V/def2-TZVPD.

Computed properties:
Spin multiplicity: 3
HOMO-LUMO gap (spin up / spin down) (eV): 3.8 / 6.7
Total charge: -1
Expectation value of S²: 2.007
LUMO level (spin up / spin down) (eV): 4.176 / 3.988

CARTESIAN COORDINATES (ANGSTROEM)
C1 -0.68 1.16 1.19
H1 -0.46 -2.46 1.67
H2 -0.98 -1.19 2.60
H3 -0.39 1.89 -2.65
H4 -0.19 0.33 -1.78
H5 0.87 -1.55 -0.26
N1 -0.22 -1.50 1.98
H6 0.63 -1.59 2.56
C2 0.40 1.08 -2.32
H7 1.29 1.37 -1.73
H8 0.74 0.72 -3.30
O1 -1.19 2.03 1.69
Ni1 0.17 -0.29 0.36

Here are the Mulliken charges for atoms 1 to 6, given in e:
1 C -0.14
2 H 0.31
3 H 0.27
4 H 0.24
5 H 0.20
6 H -0.09

# 7
This record from the Open Molecules 2025 dataset describes a cluster of 2 separate species, C2H8NO in total in a non-equilibrium geometry. The level of theory is ωB97M-V/def2-TZVPD.

Computed properties:
Spin multiplicity: 1
HOMO-LUMO gap (eV): 6.5
Total charge: -1
LUMO level (eV): 3.918

CARTESIAN COORDINATES (ANGSTROEM)
H1 0.81 0.09 1.11
H2 -0.02 -2.05 -0.91
C1 0.29 -1.81 0.15
H3 1.18 -2.30 0.62
H4 -1.38 0.18 -0.10
H5 -0.45 1.46 -0.67
H6 -0.47 -2.40 0.64
N1 -0.51 0.41 -0.67
H7 1.51 -0.12 -0.51
H8 -0.96 3.48 0.56
C2 0.60 -0.30 0.08
O1 -0.59 3.34 -0.30

Here are the Mulliken charges for atoms 1 to 6, given in e:
1 H 0.27
2 H 0.30
3 C -1.07
4 H 0.27
5 H 0.19
6 H 0.35

# 8
This record from the Open Molecules 2025 dataset describes a cluster of 2 separate species, C2H8NO in total in a non-equilibrium geometry. The level of theory is ωB97M-V/def2-TZVPD.

Computed properties:
Spin multiplicity: 1
HOMO-LUMO gap (eV): 6.8
Total charge: -1
LUMO level (eV): 4.438

CARTESIAN COORDINATES (ANGSTROEM)
C1 -0.62 0.97 0.33
H1 -0.18 1.00 -0.71
O1 1.51 0.66 -2.13
H2 -1.33 -1.41 1.00
C2 -0.39 -1.37 0.63
H3 -1.66 0.53 0.15
H4 -0.68 2.01 0.67
H5 0.30 -2.10 0.98
H6 1.06 0.10 0.84
N1 0.09 -0.07 1.14
H7 2.31 1.12 -2.38
H8 -0.40 -1.45 -0.52

Here are the Mulliken charges for atoms 1 to 6, given in e:
1 C -0.66
2 H 0.27
3 O -1.11
4 H 0.39
5 C -0.89
6 H 0.19

# 9
This record from the Open Molecules 2025 dataset describes a cluster of 2 separate species, C2H8NO in total in a non-equilibrium geometry. The level of theory is ωB97M-V/def2-TZVPD.

Computed properties:
Spin multiplicity: 1
HOMO-LUMO gap (eV): 6.5
Total charge: -1
LUMO level (eV): 4.118

CARTESIAN COORDINATES (ANGSTROEM)
C1 0.26 -0.40 1.06
H1 0.44 0.68 -0.68
H2 -0.56 -1.06 1.38
H3 -1.90 1.31 -0.92
H4 0.70 0.16 1.90
O1 2.84 -0.08 -0.72
H5 -2.28 0.28 0.43
H6 -1.79 -0.40 -1.16
H7 1.10 -1.01 0.72
H8 3.02 -0.33 -1.63
C2 -1.59 0.39 -0.40
N1 -0.24 0.47 0.03

Here are the Mulliken charges for atoms 1 to 6, given in e:
1 C -0.81
2 H 0.26
3 H 0.32
4 H 0.29
5 H 0.18
6 O -1.11

# 10
This record from the Open Molecules 2025 dataset describes a cluster of 2 separate species, C2H8NO in total in a non-equilibrium geometry. The level of theory is ωB97M-V/def2-TZVPD.

Computed properties:
Spin multiplicity: 1
HOMO-LUMO gap (eV): 9.5
Total charge: +1
LUMO level (eV): -5.569

CARTESIAN COORDINATES (ANGSTROEM)
H1 -0.24 0.87 -0.27
H2 1.48 -1.91 -0.06
C1 0.80 -1.64 -0.92
C2 -1.04 1.14 1.59
H3 -0.54 0.24 1.95
H4 -0.25 -1.92 -0.64
H5 1.13 -2.20 -1.83
O1 0.77 -0.25 -1.17
N1 -0.84 1.48 0.34
H6 -1.21 2.38 0.06
H7 1.68 0.08 -1.22
H8 -1.75 1.73 2.17

Here are the Mulliken charges for atoms 1 to 6, given in e:
1 H 0.36
2 H 0.27
3 C -0.55
4 C -0.07
5 H 0.27
6 H 0.25

# 11
This record from the Open Molecules 2025 dataset describes a structure of composition C2H8NO2 in a non-equilibrium geometry. The level of theory is ωB97M-V/def2-TZVPD.

Computed properties:
Spin multiplicity: 1
HOMO-LUMO gap (eV): 7.3
Total charge: -1
LUMO level (eV): 3.958

CARTESIAN COORDINATES (ANGSTROEM)
H1 1.51 1.67 0.15
O1 1.27 3.27 0.13
C1 0.02 0.15 0.04
O2 1.36 0.65 0.25
N1 -1.48 -2.41 0.15
C2 -0.22 -1.40 -0.20
H2 -0.64 0.41 0.93
H3 0.51 -1.79 0.44
H4 -1.42 -1.28 -0.43
H5 0.15 -1.75 -1.24
H6 1.05 3.90 -0.55
H7 -1.80 -2.24 1.12
H8 -0.29 0.82 -0.79

Here are the Mulliken charges for atoms 1 to 6, given in e:
1 H 0.44
2 O -1.08
3 C -0.35
4 O -0.55
5 N -0.61
6 C -0.62

# 12
This record from the Open Molecules 2025 dataset describes a structure of composition C2H8NO2 in a non-equilibrium geometry. The level of theory is ωB97M-V/def2-TZVPD.

Computed properties:
Spin multiplicity: 2
HOMO-LUMO gap (spin up / spin down) (eV): 10.6 / 6.9
Expectation value of S²: 0.755
LUMO level (spin up / spin down) (eV): 0.752 / -2.993

CARTESIAN COORDINATES (ANGSTROEM)
H1 1.38 1.64 0.03
H2 1.84 -1.18 -0.60
O1 -0.51 1.07 -0.18
H3 -2.20 -0.17 -1.95
H4 0.34 -0.63 1.86
N1 1.00 -1.30 -0.05
C1 1.03 -0.34 1.05
H5 2.07 -0.29 1.43
O2 -1.93 -0.51 -1.08
H6 0.58 1.76 1.56
C2 0.60 1.14 0.63
H7 0.26 -1.06 -0.71
H8 -1.37 0.49 -0.77

Here are the Mulliken charges for atoms 1 to 6, given in e:
1 H 0.27
2 H 0.27
3 O -0.35
4 H 0.27
5 H 0.28
6 N -0.54

Energy relative to the best compared isomer or geometry (same formula, charge and spin)? In order: 51.5, 139.2, 103.8, 148.2, 21.7, 0.0, 22.4, 29.3, 22.3, 31.5, 111.0, 34.5 kcal per mole.
E_tot? In order: -10210.382, -10186.756, -10188.293, -12254.631, -9641.287, -46781.988, -5740.201, -5739.901, -5740.205, -5733.519, -7784.373, -7784.987 eV.